# 1
DFT (ωB97M-V/def2-TZVPD) results for one molecule with the formula C4H9NO2.

## Properties
HOMO level (eV): -9.397
Energy relative to the best compared isomer or geometry (same formula, charge and spin) (kcal per mole): 42.9
SMILES: CO[C@H]1NCCO1
DFT total energy (hartree): -363.017165

Structure (ORCA input):
```
! RIJCOSX wB97M-V def2-TZVPD def2/J DEFGRID3
* xyz 0 1
C -1.524 0.522 1.602
O -0.626 -0.460 1.112
C 0.620 0.063 0.709
N 1.332 -0.971 -0.009
C 1.061 -0.725 -1.438
C 0.056 0.421 -1.399
O 0.446 1.102 -0.206
H -1.273 1.515 1.212
H -2.527 0.259 1.254
H -1.516 0.546 2.698
H 1.172 0.452 1.573
H 0.986 -1.874 0.294
H 1.980 -0.409 -1.942
H 0.674 -1.616 -1.940
H 0.111 1.130 -2.222
H -0.971 0.043 -1.300
*
```

# 2
DFT (ωB97M-V/def2-TZVPD) results for a 2-piece molecular cluster, C2H5O2S overall.

## Properties
HOMO level (eV): -4.397
Energy relative to the best compared isomer or geometry (same formula, charge and spin) (kcal per mole): 8.2
DFT total energy (hartree): -627.927738

Structure (ORCA input):
```
! RIJCOSX wB97M-V def2-TZVPD def2/J DEFGRID3
* xyz -1 1
C 1.013 0.271 -1.172
S 1.870 -0.742 0.074
H 0.200 -0.270 -1.622
H 0.726 1.214 -0.718
H 1.742 0.512 -1.958
O -0.889 -0.900 1.694
C -1.581 -0.016 1.121
O -1.251 1.125 0.774
H -2.624 -0.363 0.889
H 0.793 -0.831 0.917
*
```

# 3
DFT (ωB97M-V/def2-TZVPD) results for C38H26F5N2O2PSeSr as an isolated structure.

## Properties
HOMO level (eV): -7.060
Energy relative to the best compared isomer or geometry (same formula, charge and spin) (kcal per mole): 18.7
DFT total energy (hartree): -4996.614498

Structure (ORCA input):
```
! RIJCOSX wB97M-V def2-TZVPD def2/J DEFGRID3
* xyz 0 1
Sr -0.569 -0.763 0.419
C 3.699 -0.261 1.317
C 4.022 0.310 0.092
C 3.391 1.478 -0.323
C 2.431 2.072 0.487
C 2.104 1.498 1.713
C 2.738 0.332 2.128
H 4.183 -1.177 1.630
H 4.757 -0.165 -0.547
H 3.645 1.916 -1.282
H 1.942 2.989 0.174
H 1.364 1.972 2.350
H 2.488 -0.111 3.086
O -1.242 -1.326 -1.653
C -2.086 -0.415 -1.421
O -2.685 -0.309 -0.310
C -2.087 0.790 -2.359
P -0.397 1.451 -1.896
C -0.345 3.182 -2.487
C -1.470 3.885 -2.904
C -1.362 5.210 -3.322
C -0.130 5.844 -3.318
C 1.002 5.149 -2.901
C 0.894 3.830 -2.488
C 0.663 0.657 -3.171
C 0.492 0.925 -4.531
C 1.297 0.306 -5.475
C 2.280 -0.595 -5.070
C 2.457 -0.866 -3.722
C 1.655 -0.231 -2.778
H -2.884 1.471 -2.074
H -2.129 0.525 -3.411
H -2.441 3.405 -2.918
H -2.246 5.741 -3.655
H -0.049 6.875 -3.642
H 1.970 5.636 -2.900
H 1.784 3.284 -2.187
H -0.274 1.622 -4.856
H 1.159 0.523 -6.528
H 2.903 -1.087 -5.810
H 3.203 -1.580 -3.392
H 1.807 -0.462 -1.731
C -3.343 2.606 2.110
C -2.239 1.995 1.508
N -1.573 0.991 2.048
C -1.957 0.551 3.273
C -2.999 1.149 3.987
C -3.717 2.180 3.355
C -3.285 0.724 5.332
C -2.542 -0.229 5.922
C -1.483 -0.890 5.203
C -0.693 -1.900 5.782
C 0.266 -2.521 5.034
C 0.418 -2.155 3.688
N -0.299 -1.202 3.122
C -1.221 -0.551 3.877
H -3.870 3.400 1.598
H -1.877 2.351 0.549
H -4.558 2.633 3.870
H -4.097 1.205 5.866
H -2.737 -0.526 6.946
H -0.858 -2.174 6.819
H 0.892 -3.300 5.451
H 1.129 -2.656 3.037
F -1.002 -7.830 -1.198
C -0.411 -6.673 -0.892
C 0.856 -6.389 -1.355
F 1.491 -7.287 -2.115
C 1.459 -5.190 -1.034
F 2.687 -4.993 -1.523
C 0.840 -4.231 -0.238
Se 1.709 -2.611 0.263
C -0.431 -4.559 0.194
F -1.135 -3.701 0.969
C -1.061 -5.746 -0.114
F -2.294 -6.002 0.337
*
```

# 4
DFT (ωB97M-V/def2-TZVPD) results for one molecule with the formula C3H8N2O2.

## Properties
HOMO level (eV): -6.006
Energy relative to the best compared isomer or geometry (same formula, charge and spin) (kcal per mole): 116.8
DFT total energy (hartree): -378.954926

Structure (ORCA input):
```
! RIJCOSX wB97M-V def2-TZVPD def2/J DEFGRID3
* xyz 0 1
C -0.329 -1.051 -0.996
C -0.108 0.763 0.797
C -0.822 -0.259 0.174
N 0.975 1.409 0.216
N 1.040 -1.027 -1.328
O -0.319 0.996 2.146
O -1.819 -0.917 0.892
H 0.538 1.223 2.538
H -2.096 -0.329 1.610
H 0.870 2.401 0.043
H 1.360 0.909 -0.584
H 1.241 -1.339 -2.267
H 1.625 -1.514 -0.653
H -1.062 -1.509 -1.644
H -1.095 0.246 -0.943
*
```

# 5
DFT (ωB97M-V/def2-TZVPD) results for C16H21AgBrN7O3 as an isolated structure.

## Properties
HOMO level (eV): -8.273
Energy relative to the best compared isomer or geometry (same formula, charge and spin) (kcal per mole): 4.6
DFT total energy (hartree): -3952.350820

Structure (ORCA input):
```
! RIJCOSX wB97M-V def2-TZVPD def2/J DEFGRID3
* xyz 0 1
Ag 0.946 0.243 -0.839
Br -1.520 2.596 -2.299
C -2.369 1.448 -1.017
C -3.729 1.602 -0.820
C -4.314 0.765 0.119
C -3.526 -0.148 0.797
C -2.168 -0.215 0.514
N -1.603 0.583 -0.399
C -1.273 -1.209 1.290
O -1.833 -1.805 2.215
O -0.075 -1.271 0.925
H -4.294 2.336 -1.374
H -5.376 0.836 0.315
H -3.915 -0.818 1.550
O 0.299 0.155 -4.009
C -0.619 -0.863 -3.668
C 0.075 -2.027 -2.999
C -0.168 -3.333 -3.402
C 0.455 -4.371 -2.730
C 1.309 -4.072 -1.681
C 1.495 -2.743 -1.345
N 0.893 -1.742 -1.987
H -0.007 0.980 -3.619
H -1.130 -1.220 -4.567
H -1.384 -0.485 -2.979
H -0.832 -3.525 -4.234
H 0.279 -5.397 -3.025
H 1.818 -4.846 -1.126
H 2.142 -2.464 -0.524
C 1.368 -0.570 3.753
N 1.355 0.761 3.157
C 0.082 1.451 3.333
C 2.014 0.918 1.952
N 2.473 0.019 1.174
N 2.262 2.284 1.670
C 2.158 2.916 0.458
N 2.550 4.244 0.515
N 1.774 2.330 -0.610
H 1.066 -0.473 4.795
H 2.385 -0.964 3.725
H 0.695 -1.264 3.246
H -0.111 1.585 4.398
H -0.742 0.873 2.900
H 0.106 2.431 2.859
H 2.054 -0.878 1.421
H 2.506 2.851 2.464
H 2.415 4.728 1.388
H 2.301 4.796 -0.289
H 1.714 2.972 -1.391
*
```

# 6
DFT (ωB97M-V/def2-TZVPD) results for one molecule with the formula C3H9N5O2.

## Properties
HOMO level (eV): -9.334
Energy relative to the best compared isomer or geometry (same formula, charge and spin) (kcal per mole): 131.7
SMILES: O=[N+]([O-])NN1NCCCN1
DFT total energy (hartree): -543.715316

Structure (ORCA input):
```
! RIJCOSX wB97M-V def2-TZVPD def2/J DEFGRID3
* xyz 0 1
O -3.494 1.071 0.628
N -3.817 0.075 0.025
O -4.887 -0.343 -0.264
N -2.777 -0.705 -0.309
N -1.437 -0.288 0.169
N -1.028 0.748 -0.741
C 0.099 1.346 -0.027
C 1.214 0.251 0.004
C 0.602 -1.000 0.574
N -0.594 -1.379 -0.103
H -2.850 -1.728 -0.358
H -1.827 1.488 -0.706
H -0.248 1.437 1.077
H 0.525 2.184 -0.482
H 1.553 0.423 -1.058
H 1.967 0.648 0.610
H 1.394 -1.815 0.533
H 0.091 -0.704 1.542
H -0.429 -1.431 -1.080
*
```

# 7
DFT (ωB97M-V/def2-TZVPD) results for one molecule with the formula S2.

## Properties
HOMO level (eV): -8.941
Energy relative to the best compared isomer or geometry (same formula, charge and spin) (kcal per mole): 17.0
DFT total energy (hartree): -796.293815

Structure (ORCA input):
```
! RIJCOSX wB97M-V def2-TZVPD def2/J DEFGRID3
* xyz 0 1
S 0.509 0.745 0.567
S -0.509 -0.745 -0.567
*
```

# 8
DFT (ωB97M-V/def2-TZVPD) results for a 2-piece molecular cluster, C4H14N3 overall.

## Properties
HOMO level (eV): -13.759
Energy relative to the best compared isomer or geometry (same formula, charge and spin) (kcal per mole): 14.6
DFT total energy (hartree): -324.841656

Structure (ORCA input):
```
! RIJCOSX wB97M-V def2-TZVPD def2/J DEFGRID3
* xyz 1 1
N -1.631 0.935 -1.604
C -0.758 1.467 -2.548
N -0.091 0.680 -3.292
H -2.262 1.551 -1.128
H -2.071 0.084 -1.937
H -0.653 2.550 -2.553
H 0.480 1.266 -3.898
C 1.355 -1.554 1.905
C 0.144 -0.794 1.387
C 0.141 0.686 1.822
N 0.174 -0.860 -0.115
H 1.282 -2.610 1.649
H 2.249 -1.111 1.449
H 1.512 -1.417 2.970
H -0.776 -1.303 1.674
H 1.017 1.161 1.383
H 0.143 0.712 2.905
H -0.775 1.123 1.425
H 0.055 -1.810 -0.456
H -0.575 -0.312 -0.579
H 1.040 -0.446 -0.460
*
```

# 9
DFT (ωB97M-V/def2-TZVPD) results for C3H5ClN2O3 as an isolated structure.

## Properties
HOMO level (eV): -10.048
Energy relative to the best compared isomer or geometry (same formula, charge and spin) (kcal per mole): 122.7
DFT total energy (hartree): -912.493676

Structure (ORCA input):
```
! RIJCOSX wB97M-V def2-TZVPD def2/J DEFGRID3
* xyz 0 1
C 0.746 -1.464 -0.434
C 0.658 1.110 0.732
C -0.199 0.208 -0.141
N -0.128 0.644 -1.550
N -1.591 0.133 0.417
O -1.160 0.488 -2.160
O -2.056 1.221 0.521
O -2.037 -0.927 0.601
Cl 1.367 0.129 2.063
H 0.959 -1.903 0.507
H 0.045 -2.092 -1.094
H 1.694 -0.975 -0.921
H 1.570 1.542 0.176
H 0.133 1.887 1.282
*
```

# 10
DFT (ωB97M-V/def2-TZVPD) results for a 2-piece molecular cluster, C11H21N4 overall.

## Properties
HOMO level (eV): -11.011
Energy relative to the best compared isomer or geometry (same formula, charge and spin) (kcal per mole): 82.2
DFT total energy (hartree): -650.327267

Structure (ORCA input):
```
! RIJCOSX wB97M-V def2-TZVPD def2/J DEFGRID3
* xyz 1 1
C 0.030 1.843 0.636
C 0.701 0.633 -2.931
C 1.552 1.170 -2.019
C -2.836 -0.423 -0.503
C -1.352 -0.617 1.603
C -3.251 -1.778 0.102
C -1.397 -2.167 1.584
C -1.515 -0.077 0.182
C 3.624 2.264 -0.163
C 3.664 -0.037 0.776
C -1.342 1.443 0.283
N 1.104 2.105 0.968
N 2.352 0.518 -1.149
N 3.211 0.880 -0.335
N -2.104 -2.655 0.401
H 0.245 1.262 -3.570
H 0.755 -0.439 -3.022
H 1.751 2.221 -1.913
H -2.609 -0.456 -1.538
H -3.429 0.462 -0.157
H -2.110 -0.444 2.342
H -0.473 -0.234 2.130
H -3.780 -1.630 1.053
H -3.875 -2.375 -0.448
H -0.464 -2.533 1.456
H -1.875 -2.746 2.381
H 4.645 2.166 -0.005
H 3.582 2.829 -1.059
H 3.078 2.690 0.586
H 2.899 0.215 1.452
H 3.629 -0.926 0.304
H 4.652 0.130 1.058
H -2.145 1.864 0.966
H -1.681 1.954 -0.547
H -2.233 -3.614 0.611
H -0.868 -0.477 -0.510
*
```